# 1
Computed, not measured: a structure of composition C36H55AsBrN3OOsSbSi3, with ωB97M-V with the def2-TZVPD basis set.

Computed properties:
- Orbital gap (alpha / beta): 7.27 / 4.69 eV
- Multiplicity: 5
- Energy: -208236.9682 eV
- Charge: +3
- LUMO level (alpha / beta): -8.400 / -10.980 eV

Geometry as XYZ:
```
102
Properties=species:S:1:pos:R:3:forces:R:3:lowdin_charge:R:1
Os -0.4889 0.4094 -0.2526 0.111 -0.020 -0.022 1.217
Sb 1.2544 1.4753 2.3033 0.005 0.008 -0.045 1.503
Br -1.7255 0.7497 1.8867 0.002 -0.002 0.028 0.437
As 0.1961 -1.1693 -2.2297 -0.026 0.013 0.034 1.184
Si 1.3632 -1.7978 1.5081 0.010 0.010 0.026 0.450
Si 2.4137 4.5397 1.6716 -0.030 0.005 -0.016 0.490
Si -0.4532 4.1979 3.1109 -0.002 -0.003 -0.026 0.462
O -5.3977 -2.1228 -0.8790 0.000 0.001 0.002 0.158
N -0.0256 2.5517 -0.5736 -0.058 0.009 0.011 -0.064
N -2.3817 0.5274 -1.2968 0.042 -0.012 0.040 -0.115
N 3.6883 -0.2494 0.5602 -0.006 -0.005 -0.008 0.071
C -0.0249 3.2746 4.6798 -0.010 -0.002 0.020 -0.191
C -0.8409 -3.7020 -4.5896 -0.002 0.000 -0.007 -0.059
C 2.7832 1.0511 -1.2208 0.002 -0.019 0.013 -0.113
C -0.4346 -0.3382 -3.8579 0.009 0.027 0.000 -0.232
C 2.0353 -1.5267 -2.7011 0.009 -0.010 -0.010 -0.198
C 2.1417 -1.7715 3.2010 0.028 -0.010 0.010 -0.174
C -0.3711 -2.4609 1.7370 0.010 -0.028 -0.020 -0.198
C 2.2336 -3.0315 0.4176 -0.004 -0.024 0.043 -0.147
C -2.2570 3.9671 2.6753 -0.015 0.013 0.004 -0.190
C -3.5495 0.8408 -1.8845 -0.009 0.000 -0.010 -0.062
C 3.2057 1.3401 3.1933 0.034 -0.009 0.032 -0.207
C -3.2069 -1.5260 -0.4204 -0.014 -0.002 0.000 0.007
C -0.2493 -3.7937 -3.3312 0.020 0.007 0.006 -0.326
C 0.0960 3.5682 0.3244 0.016 -0.029 -0.021 -0.381
C -2.2426 -0.5801 -0.6169 -0.030 0.002 -0.011 -0.531
C 4.9004 -0.0852 0.0392 0.000 -0.002 -0.008 -0.083
C 0.6239 -5.4169 -5.4190 0.004 -0.003 0.000 -0.044
C -0.2285 6.0294 3.3851 0.006 -0.002 -0.001 -0.161
C -0.4048 -4.5095 -5.6297 -0.006 0.008 -0.003 -0.046
C 0.7738 -4.7177 -3.1243 -0.002 0.008 -0.003 -0.058
C -0.7729 5.1170 -1.3375 -0.001 0.011 0.008 0.021
C 2.1959 6.2457 0.9554 -0.002 -0.009 -0.009 -0.146
C 1.2075 -5.5262 -4.1635 -0.001 -0.003 0.001 -0.045
C -4.4357 -1.2344 -1.0397 0.006 -0.006 0.012 -0.262
C -4.5978 -0.0382 -1.7737 0.007 0.007 -0.004 0.061
C 2.6329 0.2982 -0.0589 -0.002 -0.001 -0.017 -0.488
C 3.0867 4.6874 3.4079 0.023 -0.021 -0.002 -0.153
C 1.3149 0.0067 0.6180 -0.070 0.042 -0.068 -0.649
C 3.6342 3.7016 0.5334 0.011 0.000 0.013 -0.157
C -0.4050 2.8461 -1.8504 0.002 0.013 0.001 -0.155
C -0.3498 4.8444 -0.0603 0.009 0.019 -0.006 -0.041
C -0.7533 4.0927 -2.2831 0.008 -0.013 0.002 -0.012
C 5.1325 0.6265 -1.1331 0.001 0.000 0.004 -0.011
C -0.7197 -2.9177 -2.2089 0.008 -0.012 -0.001 -0.263
C 4.0490 1.2058 -1.7675 0.012 -0.005 -0.006 -0.049
C 0.7266 3.4628 1.6712 0.011 0.000 0.029 -0.531
H 1.9963 -2.4266 -3.3169 0.007 0.001 -0.005 0.052
H -5.5493 0.1984 -2.2323 0.001 -0.002 0.000 0.141
H 3.0898 3.7855 4.0148 -0.005 0.017 0.011 0.009
H -0.9380 -2.5249 0.8076 -0.019 0.001 0.001 -0.015
H 1.9300 1.5084 -1.7024 0.003 0.003 -0.002 0.081
H -1.4943 -0.1008 -3.8051 -0.005 -0.006 0.007 0.035
H 6.1355 0.7213 -1.5249 -0.002 0.000 0.002 0.126
H -3.0870 -2.4199 0.1737 0.002 0.000 -0.002 0.137
H -1.0983 6.1143 -1.6039 0.001 -0.003 0.000 0.141
H 2.2474 -3.9565 1.0045 0.001 -0.001 -0.021 0.067
H 3.8225 2.1419 2.8011 -0.010 -0.003 0.015 0.007
H 1.7247 -1.0516 3.9091 -0.015 -0.001 -0.006 0.028
H 3.5917 0.3686 2.9085 -0.012 0.018 -0.005 -0.008
H 1.9908 -6.2520 -3.9919 -0.001 0.004 0.002 0.120
H 4.5567 4.2891 0.5634 0.003 -0.008 -0.006 0.067
H -1.6718 -3.0233 -4.7514 0.001 -0.001 -0.002 0.115
H 1.9316 -2.7586 3.6255 -0.001 0.003 -0.003 0.062
H 2.6701 -1.6897 -1.8387 0.005 -0.011 0.010 0.022
H -0.2579 -1.0553 -4.6600 -0.003 -0.010 0.003 0.048
H -0.6333 6.6414 2.5772 0.001 -0.005 -0.001 0.046
H -0.3231 5.6361 0.6724 0.004 -0.004 -0.003 0.094
H 1.6912 -3.2609 -0.4988 -0.010 -0.010 -0.039 -0.003
H 3.2651 -2.7866 0.1773 -0.003 0.033 -0.004 0.041
H 0.7740 6.3779 3.6159 -0.003 -0.001 -0.002 0.024
H 0.1500 0.5580 -4.0609 -0.006 -0.001 -0.012 0.037
H 3.2764 3.7287 -0.4981 -0.013 0.014 0.015 0.043
H -0.4318 2.0104 -2.5367 -0.006 0.002 0.012 0.069
H 3.2241 -1.6589 3.1668 -0.009 -0.010 0.001 0.042
H -3.6245 1.7788 -2.4174 0.002 -0.001 -0.002 0.136
H -0.2399 -3.4870 2.0958 -0.010 0.006 -0.003 0.063
H 5.7200 -0.5484 0.5765 -0.001 0.003 -0.002 0.131
H -2.7979 4.8306 3.0708 -0.004 -0.002 -0.010 0.055
H 3.1626 6.7364 1.1119 -0.001 -0.004 0.000 0.067
H 1.0353 3.2973 4.9430 -0.014 0.007 -0.006 0.028
H 2.4058 -0.6910 -3.2891 -0.009 -0.016 0.011 0.049
H -2.6873 3.0825 3.1431 -0.005 0.007 0.001 -0.001
H -0.5529 3.7749 5.4975 0.013 -0.011 0.008 0.064
H -0.3760 2.2382 4.6874 0.003 0.005 0.000 0.020
H -0.8495 6.2435 4.2618 0.008 0.009 -0.003 0.063
H 4.1868 1.7779 -2.6765 -0.001 -0.001 0.001 0.130
H -0.9729 -1.9380 2.4779 0.008 0.019 0.002 0.009
H -1.7786 -2.6847 -2.3000 -0.006 0.002 0.000 0.073
H -6.2332 -1.8668 -1.2955 -0.004 0.000 -0.003 0.153
H 1.2184 -4.8260 -2.1411 0.003 -0.004 0.005 0.110
H -0.8787 -4.4432 -6.5998 0.000 0.000 0.003 0.119
H 1.4456 6.8764 1.4256 -0.009 -0.002 0.014 0.033
H 0.9583 -6.0525 -6.2275 -0.001 0.001 0.001 0.121
H -1.0277 4.2557 -3.3154 0.000 0.002 0.002 0.130
H -2.4645 3.9229 1.6049 0.004 -0.011 0.000 0.028
H 3.0723 1.4235 4.2698 -0.006 -0.002 -0.003 0.043
H 2.0261 6.2263 -0.1215 -0.002 0.012 0.003 0.047
H 4.1310 4.9966 3.2961 0.000 -0.005 0.024 0.066
H -0.5464 -3.3673 -1.2323 0.008 0.004 0.018 0.071
H 3.9015 2.6711 0.7681 0.008 0.007 -0.018 0.007
H 2.5933 5.4666 3.9863 -0.009 0.005 -0.023 0.040
```
Positions in Å, forces in eV/Å.

# 2
Computed, not measured: a structure of composition C38H78AlNO7PSi, with ωB97M-V with the def2-TZVPD basis set.

Computed properties:
- Orbital gap: 5.70 eV
- Multiplicity: 1
- Energy: -80255.9861 eV
- Charge: -1
- LUMO level: 1.921 eV

Geometry as XYZ:
```
127
Properties=species:S:1:pos:R:3:forces:R:3:lowdin_charge:R:1
P -1.9147 6.3345 -0.0609 0.225 -0.155 0.309 0.767
Si -1.3207 5.2686 -5.4411 0.112 0.063 0.055 0.407
Al -3.7296 5.5500 -1.3983 -0.122 0.021 -0.186 0.129
O -2.5324 6.3067 -5.0382 -0.144 -0.283 0.024 -0.228
O -0.2513 -6.8743 6.4169 -0.087 0.119 0.135 -0.194
O 6.7988 -0.9500 0.8650 0.022 0.015 0.026 -0.125
O 4.3032 -2.0890 -0.5054 0.112 -0.056 0.100 -0.190
O 1.7167 -7.6060 9.5558 0.071 0.110 -0.075 -0.195
O 0.9140 -4.8706 8.4189 0.017 0.035 0.018 -0.120
O 7.5180 -0.9858 -2.1092 -0.040 0.101 0.100 -0.193
N -0.0476 -2.7195 1.7201 -0.266 0.164 -0.131 -0.120
C 1.1156 -6.5143 10.2270 0.006 -0.062 0.053 -0.212
C 2.8600 -8.0837 10.2216 -0.040 -0.073 0.024 -0.117
C -4.6369 1.2768 -1.9672 0.048 0.152 -0.160 -0.221
C 1.2834 -3.0671 3.4529 0.237 -0.147 0.278 -0.104
C 0.7576 -1.6250 1.8338 0.135 0.324 -0.176 -0.116
C -2.6467 7.7424 0.9076 0.069 -0.043 -0.128 -0.418
C -0.7675 7.2785 -1.1979 0.019 -0.088 0.050 -0.516
C 0.2719 -3.6025 2.7086 -0.082 -0.264 0.026 -0.108
C 5.6680 -0.2849 0.3218 -0.070 0.132 -0.027 -0.180
C -3.2468 -0.3806 -4.8095 0.170 0.005 -0.107 -0.207
C -6.3329 6.0149 0.4230 -0.101 0.042 -0.025 -0.045
C 0.5690 6.5543 -1.4174 -0.041 0.091 0.064 -0.223
C -3.4980 3.5811 -1.7243 -0.195 0.080 0.139 -0.275
C 0.5302 -5.7220 6.1514 -0.004 -0.074 -0.109 -0.217
C -0.2929 4.8024 -3.9379 -0.307 -0.157 -0.307 -0.142
C 4.3793 -1.0576 0.4659 -0.048 -0.098 -0.075 -0.205
C 7.3671 -1.9816 0.0811 0.028 -0.104 0.014 -0.190
C 8.2722 -1.4817 -1.0204 0.039 -0.019 -0.074 -0.214
C -4.0277 6.5868 -3.1102 0.026 -0.157 0.100 -0.218
C -1.4521 -6.8868 5.6820 0.038 -0.069 -0.052 -0.113
C -4.7936 2.8149 -2.0043 0.282 -0.211 0.023 -0.283
C -5.3681 5.7650 -0.2677 0.251 0.074 -0.017 -0.183
C 8.2550 -0.1079 -2.9249 0.000 -0.056 -0.062 -0.116
C -0.1434 -2.7064 -1.7233 0.075 -0.043 -0.004 -0.205
C 3.4470 -3.1366 -0.1036 0.012 0.003 -0.097 -0.104
C -0.2550 6.1837 -6.6842 0.035 -0.201 -0.033 -0.160
C -1.8501 -1.0259 -2.7470 0.091 -0.021 -0.022 -0.193
C 0.2169 -5.7348 9.2961 -0.098 -0.008 0.043 -0.188
C -1.3232 -2.4775 -2.6875 -0.144 0.257 0.155 -0.183
C 1.5046 -5.4617 7.2745 0.097 -0.010 -0.070 -0.182
C -5.0975 0.5979 -3.2540 0.103 -0.049 -0.042 -0.217
C -0.4558 -3.6412 -0.5545 -0.018 -0.060 0.028 -0.180
C -4.1162 0.8212 -4.4225 -0.145 0.021 0.179 -0.201
C -1.9521 3.7084 -6.2835 0.166 0.121 0.027 -0.153
C -1.0376 -2.9352 0.6795 0.122 -0.018 -0.112 -0.126
C -3.7457 5.8387 -4.4087 -0.018 0.229 -0.040 -0.322
C 1.5961 -1.8113 2.8919 0.328 0.013 0.401 -0.110
C -1.8647 -0.4007 -4.1513 -0.087 -0.017 0.116 -0.200
H 1.3159 6.8959 -0.7032 0.082 -0.004 0.086 0.056
H 1.0955 -5.8750 5.2205 -0.026 0.063 -0.028 0.125
H -2.8619 -0.9911 -2.3438 -0.028 0.047 0.078 0.093
H 0.1858 -1.7468 -1.3200 0.110 0.063 -0.002 0.096
H 0.7358 5.1438 -4.0490 0.025 0.019 0.061 0.026
H 2.0419 -6.3780 7.5316 -0.057 -0.013 -0.007 0.124
H 6.5989 -2.6417 -0.3289 0.002 0.050 -0.041 0.123
H 0.0540 5.4817 -7.4614 0.076 -0.008 -0.071 0.021
H -3.7723 -1.3074 -4.5641 -0.052 -0.100 -0.074 0.105
H -3.5727 1.0675 -1.8356 0.006 -0.138 0.165 0.085
H 7.9863 -2.5578 0.7729 -0.024 -0.031 -0.006 0.126
H 0.6503 6.5887 -6.2359 0.018 0.140 0.043 0.020
H -3.0793 8.5262 0.2849 -0.097 0.031 -0.034 0.020
H -1.2633 -6.9014 4.6014 0.001 0.008 -0.003 0.084
H 4.3261 -1.4872 1.4733 -0.003 0.025 0.015 0.119
H -1.0299 -2.7823 -3.6906 -0.001 -0.088 -0.079 0.099
H -2.0966 3.8906 -7.3485 -0.138 -0.005 -0.068 0.025
H -7.1897 6.2680 0.9978 -0.055 -0.043 0.080 -0.020
H 2.6187 -8.4497 11.2274 0.001 0.010 0.002 0.087
H -3.4556 1.6467 -4.1470 -0.011 0.128 -0.125 0.087
H -0.5858 8.2357 -0.7080 -0.002 0.129 -0.095 0.051
H -0.2740 3.7237 -3.7842 -0.002 -0.094 0.058 0.029
H 8.6057 0.7623 -2.3577 0.011 -0.007 0.005 0.088
H 9.1231 -0.6062 -3.3740 0.007 0.001 0.008 0.086
H -1.1560 -4.4105 -0.8816 -0.017 -0.072 -0.090 0.103
H -3.0473 3.1726 -0.8116 0.059 -0.005 0.066 0.049
H 3.8112 -3.6093 0.8162 -0.054 0.012 0.029 0.094
H 5.5700 0.6315 0.9072 0.015 0.016 -0.023 0.129
H -5.1698 0.8557 -1.1134 0.005 -0.030 0.106 0.103
H 1.8873 -5.8427 10.6245 -0.004 0.013 -0.004 0.128
H -5.0850 6.8673 -3.0986 -0.078 0.058 0.022 0.043
H 8.9074 -2.3129 -1.3611 0.050 0.033 0.006 0.126
H -5.5473 3.1152 -1.2762 -0.181 0.071 -0.101 0.083
H -1.9931 -7.7907 5.9556 -0.001 -0.005 -0.010 0.086
H 0.4557 5.4800 -1.2774 0.067 -0.043 0.016 0.038
H -1.8523 -3.5115 1.1106 -0.054 -0.029 0.087 0.120
H 2.3535 -1.1381 3.2535 -0.020 0.150 -0.075 0.094
H 3.6255 -7.3036 10.3084 -0.007 0.005 0.011 0.088
H -2.1393 -3.1348 -2.3871 -0.059 -0.126 -0.087 0.101
H 0.9475 6.7104 -2.4291 0.132 0.120 0.109 0.045
H -3.4723 7.5259 -3.1506 0.012 0.103 0.021 0.046
H 5.8330 -0.0111 -0.7228 -0.020 -0.056 0.002 0.124
H -6.0738 0.9951 -3.5374 -0.122 -0.031 0.097 0.102
H -1.4326 -1.9591 0.4020 -0.130 0.034 -0.003 0.128
H 8.9223 -0.6938 -0.6188 -0.004 0.003 0.013 0.127
H -0.2405 -4.5417 2.8289 -0.126 -0.011 -0.126 0.109
H -0.4426 -6.4130 8.7492 0.055 -0.027 0.001 0.124
H 0.7112 -3.1039 -2.2700 0.040 -0.040 -0.065 0.103
H -5.2312 -0.4746 -3.0865 -0.037 -0.082 -0.058 0.094
H -4.5441 5.9979 -5.1391 -0.044 -0.038 -0.077 0.105
H -1.8683 8.1831 1.5311 0.018 0.066 0.080 0.006
H -1.4968 0.6244 -4.0935 0.017 0.089 -0.055 0.100
H -3.4232 7.3396 1.5541 -0.098 0.029 0.033 0.002
H -2.0717 -6.0135 5.9155 0.008 0.009 -0.009 0.091
H -0.1138 -4.8436 6.0211 0.004 0.008 0.009 0.128
H 7.5935 0.2310 -3.7195 0.004 -0.003 -0.008 0.088
H -3.6882 4.7564 -4.2347 0.081 -0.015 -0.057 0.066
H 0.4501 -4.1630 -0.2473 0.036 -0.063 0.107 0.100
H 2.4282 -2.7779 0.0703 -0.010 -0.020 0.024 0.061
H 0.5151 -6.8868 11.0697 0.038 0.018 0.038 0.127
H 1.7446 -3.5211 4.3131 0.011 -0.034 0.045 0.078
H -0.8102 6.9854 -7.1671 -0.043 0.088 0.006 0.026
H -1.2365 7.4897 -2.1596 -0.092 0.054 -0.063 0.041
H 2.2281 -4.7264 6.9155 0.022 -0.017 0.012 0.126
H -1.1817 2.9400 -6.1872 0.009 -0.095 -0.019 0.027
H -1.2452 -0.4024 -2.0887 0.041 0.034 0.073 0.102
H -0.3984 -5.0767 9.9134 -0.032 -0.015 -0.016 0.128
H 0.7121 -0.7819 1.1660 -0.258 -0.057 -0.146 0.123
H 3.4393 -3.8760 -0.9036 -0.007 0.018 -0.017 0.089
H -2.8735 3.3144 -5.8597 -0.062 -0.020 0.033 0.010
H 3.5301 -0.3724 0.3396 -0.011 0.001 0.058 0.129
H -4.6715 1.1506 -5.2998 -0.033 0.006 -0.092 0.102
H 3.2592 -8.9081 9.6340 -0.001 -0.007 0.007 0.087
H -1.1644 -0.9380 -4.7937 0.084 -0.056 0.007 0.099
H -0.7194 5.2595 -3.0469 -0.011 -0.061 -0.048 0.004
H -2.7911 3.3515 -2.5257 0.270 0.003 -0.138 0.032
H -5.1595 3.0805 -3.0010 -0.174 0.180 0.012 0.096
H -3.1079 -0.3820 -5.8919 -0.010 0.027 -0.070 0.099
```
Positions in Å, forces in eV/Å.